# C4H8FNS

A single C4H8FNS molecule in a non-equilibrium geometry (the ωB97M-V functional and the def2-TZVPD basis, the Open Molecules 2025 dataset).

Geometry as XYZ:
```
15
Properties=species:S:1:pos:R:3:forces:R:3
C 1.452 -1.454 -0.496 -0.67 -0.46 1.69
C 0.553 -0.299 -0.746 -2.12 0.45 3.00
S 1.186 1.255 -0.073 0.14 -0.14 -0.30
C -0.246 1.527 1.018 -0.39 0.10 -1.53
C -1.438 0.692 0.394 1.04 1.80 -0.43
N -0.806 -0.567 0.113 4.05 1.18 -0.01
F -1.576 -1.269 -0.744 -1.64 -1.19 -1.44
H 2.033 -1.707 -1.315 1.21 -0.40 -1.78
H 0.812 -2.332 -0.264 0.60 0.42 0.08
H 2.145 -1.184 0.333 -0.68 -0.57 -0.39
H 0.200 -0.048 -1.700 -0.27 -0.42 -1.65
H -0.199 2.639 0.981 -1.21 -0.86 0.68
H 0.019 1.074 1.938 -0.01 0.12 1.17
H -2.254 0.484 1.047 -0.48 0.13 0.94
H -1.879 1.190 -0.486 0.42 -0.14 -0.05
```
Positions in Å, forces in eV/Å.

Summary:
SMILES string   C[C@@H]1SCCN1F
HOMO level   -8.77 eV
LUMO   0.88 eV